(1)
Entry from the OMol25 dataset: 6 unconnected molecules or ions with the total composition C4H21NO6 (ωB97M-V with the def2-TZVPD basis set).

```
32
Properties=species:S:1:pos:R:3:lowdin_charge:R:1
C 15.536 -10.749 21.116 -0.10
O 15.443 -9.574 21.918 -0.19
C 15.059 -8.478 21.085 -0.19
C 14.767 -7.240 21.987 -0.41
C 13.397 -7.293 22.690 -0.05
N 14.796 -6.045 21.143 0.01
H 14.582 -11.124 20.746 0.09
H 16.093 -11.502 21.674 0.09
H 16.090 -10.453 20.226 0.07
H 15.886 -8.310 20.395 0.10
H 14.145 -8.673 20.524 0.13
H 15.583 -6.996 22.667 0.13
H 12.594 -7.350 21.956 0.08
H 13.244 -6.358 23.230 0.07
H 13.489 -8.139 23.372 0.08
H 15.717 -5.693 20.926 0.01
H 14.396 -5.206 21.538 0.06
O 17.623 -5.479 20.474 -0.04
H 18.489 -5.859 20.327 0.06
H 17.789 -4.699 21.005 0.06
O 16.881 -7.106 18.127 -0.05
H 16.972 -6.805 19.031 0.00
H 16.717 -6.308 17.624 0.01
O 15.664 -5.322 16.342 -0.04
H 14.872 -5.153 16.853 0.04
H 15.402 -5.165 15.435 0.06
O 14.120 -7.756 16.870 -0.05
H 14.921 -8.263 17.004 0.02
H 14.159 -7.067 17.533 0.01
O 17.559 -9.676 17.310 -0.07
H 18.467 -9.745 17.013 0.03
H 17.495 -8.795 17.680 -0.03
```

Values from the calculation:
Kohn-Sham gap in eV: 9.1
Energy above the lowest of the compared OMol25 structures with the same formula, charge and spin in kJ/mol: 175.6
LUMO level in eV: 0.12
HOMO level in eV: -9.01

(2)
Entry from the OMol25 dataset: a molecular structure, C29H46F3IN7O9PS3Ti (ωB97M-V with the def2-TZVPD basis set).

```
100
Properties=species:S:1:pos:R:3:lowdin_spin:R:1
Ti 0.228 -1.861 -1.984 0.98
N -1.284 -0.762 0.815 0.00
N -2.240 0.026 0.124 0.02
C -1.959 0.461 -1.095 0.02
N -2.726 1.426 -1.611 0.02
N -0.898 -0.064 -1.710 0.07
N -0.526 0.404 -2.969 0.41
O 0.436 -0.501 -3.352 0.05
O -1.344 0.785 -3.835 0.34
H -1.811 -1.253 1.533 0.00
H -0.615 -0.133 1.274 0.00
H -3.011 0.455 0.685 0.00
H -3.525 1.729 -1.073 0.00
H -2.656 1.606 -2.602 0.00
C 1.650 4.753 -3.021 0.00
S 1.306 3.000 -2.803 0.00
C 1.706 2.374 -4.446 0.00
H 2.707 4.919 -3.232 0.00
H 1.399 5.243 -2.082 0.00
H 1.042 5.183 -3.816 0.00
H 0.867 2.487 -5.133 0.00
H 1.941 1.316 -4.344 0.00
H 2.581 2.892 -4.840 0.00
C 1.092 -0.350 4.258 0.00
C 2.063 0.445 3.379 0.00
C 3.036 1.224 4.265 0.00
C 2.865 -0.558 2.538 0.00
P 1.072 1.460 2.132 0.00
C 2.406 2.446 1.356 0.00
C 2.979 1.884 0.213 0.00
C 4.052 2.492 -0.425 0.00
C 4.556 3.690 0.054 0.00
C 3.982 4.276 1.177 0.00
C 2.925 3.655 1.825 0.00
C -0.083 2.647 3.016 0.00
C -0.400 3.761 2.006 0.00
C 0.367 3.259 4.347 0.00
C -1.395 1.878 3.251 0.00
H 1.652 -1.085 4.843 0.00
H 0.355 -0.890 3.656 0.00
H 0.553 0.290 4.956 0.00
H 3.684 0.521 4.798 0.00
H 2.517 1.822 5.011 0.00
H 3.678 1.882 3.678 0.00
H 3.390 -1.248 3.204 0.00
H 3.609 -0.062 1.914 0.00
H 2.214 -1.139 1.879 0.00
H 2.572 0.968 -0.198 0.00
H 4.470 2.035 -1.313 0.00
H 5.386 4.172 -0.446 0.00
H 4.364 5.216 1.554 0.00
H 2.508 4.125 2.704 0.00
H 0.403 4.491 1.917 0.00
H -1.305 4.283 2.330 0.00
H -0.594 3.350 1.011 0.00
H 1.370 3.678 4.325 0.00
H 0.331 2.522 5.150 0.00
H -0.327 4.061 4.617 0.00
H -1.903 1.638 2.316 0.00
H -2.091 2.498 3.824 0.00
H -1.262 0.949 3.807 0.00
N -2.373 -4.759 -0.231 0.00
C -3.284 -3.782 0.282 0.00
C -3.283 -3.479 1.635 0.00
C -3.994 -2.378 2.102 0.00
C -4.698 -1.573 1.218 0.00
C -4.774 -1.934 -0.121 0.00
C -4.075 -3.037 -0.589 0.00
S -5.297 0.042 1.747 0.00
O -4.788 0.176 3.095 0.00
O -6.724 0.042 1.572 0.00
O -4.606 0.951 0.796 0.00
H -2.292 -5.573 0.367 0.00
H -2.635 -5.070 -1.159 0.00
H -2.698 -4.079 2.325 0.00
H -3.961 -2.097 3.146 0.00
H -5.346 -1.318 -0.803 0.00
H -4.112 -3.301 -1.641 0.00
O -0.082 -3.209 -0.395 0.00
H -0.918 -3.749 -0.316 0.00
H 0.206 -2.898 0.470 0.00
I 0.426 -5.681 -2.622 0.00
C -0.658 -4.296 -3.744 0.01
C -0.939 -4.622 -5.061 0.00
C -1.756 -3.779 -5.794 0.01
C -2.294 -2.658 -5.184 0.00
C -1.953 -2.394 -3.876 0.01
N -1.115 -3.178 -3.165 0.01
H -0.530 -5.522 -5.494 0.00
H -1.978 -4.005 -6.828 0.00
H -2.951 -1.984 -5.713 0.00
H -2.334 -1.522 -3.359 0.01
F 4.673 -3.813 -1.934 0.00
C 3.975 -3.076 -1.078 0.00
F 4.803 -2.423 -0.275 0.00
F 3.199 -3.879 -0.346 0.00
S 2.925 -1.880 -1.996 0.00
O 2.041 -2.722 -2.836 0.01
O 3.813 -0.988 -2.649 0.00
O 2.028 -1.323 -0.955 0.01
```

Values from the calculation:
Kohn-Sham gap (alpha / beta) in eV: 6.9 / 6.9
Energy above the lowest of the compared OMol25 structures with the same formula, charge and spin in kJ/mol: 0.0
LUMO level (alpha / beta) in eV: -1.01 / -1.08
2S+1: 3
HOMO level (alpha / beta) in eV: -7.87 / -7.97
<S²>: 2.008

| no. | F_max (eV Å⁻¹) |
| --- | --- |
| 1 | 1.914 |
| 2 | 1.074 |